(1)
{
  "formula": "FH3N2O",
  "method": "wB97M-V/def2-TZVPD",
  "elements": ["N", "N", "O", "F", "H", "H", "H"],
  "positions_angstrom": [[-0.526, 0.493, -1.350], [0.739, -0.587, 0.125], [0.801, -0.082, 1.197], [-0.491, -0.294, 2.214], [0.107, 1.186, -1.288], [-1.300, 0.844, -0.921], [0.670, -1.560, 0.024]],
  "nbo_charge": [-0.604, -0.015, 0.050, -0.397, 0.300, 0.309, 0.357],
  "lumo_energy_ev": [-1.7, -1.2],
  "homo_energy_ev": [-10.96, -10.58]
}

(2)
{
  "formula": "C35H23Br4N2O5PPtS2",
  "method": "wB97M-V/def2-TZVPD",
  "elements": ["Pt", "Br", "C", "C", "Br", "C", "Br", "C", "O", "C", "O", "C", "Br", "C", "C", "C", "C", "N", "C", "C", "C", "C", "C", "C", "C", "H", "H", "H", "H", "H", "H", "H", "H", "O", "S", "O", "O", "S", "N", "P", "C", "C", "C", "C", "C", "C", "C", "C", "C", "C", "C", "C", "C", "C", "C", "C", "C", "C", "H", "H", "H", "H", "H", "H", "H", "H", "H", "H", "H", "H", "H", "H", "H"],
  "positions_angstrom": [[0.213, -0.377, 1.314], [0.615, -1.807, 8.439], [0.375, -2.128, 6.591], [0.057, -3.448, 6.136], [-0.191, -4.841, 7.393], [-0.081, -3.701, 4.796], [-0.482, -5.419, 4.126], [0.058, -2.666, 3.796], [-0.053, -2.884, 2.591], [0.340, -1.287, 4.288], [0.439, -0.321, 3.507], [0.519, -1.096, 5.695], [0.927, 0.662, 6.228], [-0.994, 3.461, 3.527], [-2.422, 3.452, 3.402], [-3.021, 2.477, 2.655], [-2.242, 1.480, 2.014], [-0.854, 1.550, 2.108], [-0.277, 2.494, 2.860], [-2.730, 0.336, 1.345], [-4.085, 0.112, 0.990], [-4.484, -1.087, 0.428], [-3.552, -2.098, 0.175], [-2.200, -1.860, 0.446], [-1.792, -0.675, 1.017], [-0.481, 4.198, 4.132], [-3.022, 4.194, 3.918], [-4.103, 2.432, 2.575], [0.807, 2.468, 2.904], [-4.814, 0.902, 1.151], [-5.531, -1.238, 0.180], [-3.864, -3.053, -0.237], [-1.467, -2.625, 0.217], [3.256, 0.306, 2.970], [3.136, -0.017, 1.564], [2.350, -1.267, 1.318], [4.391, -0.003, 0.832], [1.924, 1.451, 0.727], [0.206, -0.831, -0.629], [0.767, -0.042, -1.844], [2.548, -0.097, -2.314], [3.444, 0.966, -2.261], [4.768, 0.791, -2.643], [5.217, -0.452, -3.065], [4.341, -1.528, -3.087], [3.016, -1.350, -2.715], [0.035, -0.896, -3.318], [0.251, -0.455, -4.621], [-0.340, -1.104, -5.700], [-1.152, -2.210, -5.487], [-1.375, -2.656, -4.191], [-0.789, -1.998, -3.112], [0.185, 1.673, -2.100], [-0.937, 2.028, -1.350], [-1.530, 3.272, -1.519], [-1.015, 4.169, -2.445], [0.103, 3.824, -3.194], [0.703, 2.581, -3.023], [3.120, 1.925, -1.879], [5.456, 1.627, -2.583], [6.254, -0.586, -3.354], [4.691, -2.511, -3.381], [2.330, -2.189, -2.720], [0.889, 0.403, -4.803], [-0.167, -0.744, -6.709], [-1.609, -2.720, -6.329], [-2.011, -3.516, -4.017], [-0.965, -2.306, -2.088], [-1.327, 1.323, -0.623], [-2.392, 3.537, -0.918], [-1.481, 5.139, -2.580], [0.516, 4.527, -3.910], [1.582, 2.327, -3.605]],
  "lowdin_spin": [0.949, 0.020, 0.097, 0.074, 0.012, 0.080, 0.011, 0.087, 0.268, 0.112, 0.231, 0.061, 0.008, 0.128, 0.102, 0.028, 0.191, 0.396, 0.040, 0.055, 0.075, 0.004, 0.108, 0.025, 0.141, 0.010, 0.007, 0.001, 0.001, 0.006, -0.003, 0.010, 0.001, 0.002, 0.006, 0.098, 0.034, 0.407, 0.079, 0.019, 0.000, 0.002, 0.000, 0.000, 0.000, 0.000, 0.002, 0.000, 0.000, 0.000, 0.000, 0.002, 0.005, 0.000, 0.000, 0.000, 0.000, 0.000, 0.004, 0.000, 0.000, 0.000, 0.000, 0.000, 0.000, 0.000, 0.000, 0.000, 0.000, 0.000, 0.000, 0.000, 0.000],
  "lumo_energy_ev": [3.8, 3.4],
  "spin_multiplicity": 5,
  "total_charge": -2,
  "homo_energy_ev": [0.46, -2.73],
  "s2": 6.0638
}

What is the formula in the first record?
FH3N2O